# 1
A 2-piece molecular cluster, C3H11N3 overall, computed with the ωB97M-V functional and the def2-TZVPD basis.

The geometry in XYZ format:
```
17
Properties=species:S:1:pos:R:3:mulliken_charge:R:1
N 0.797 1.125 0.694 -0.543
N -0.930 -1.354 0.498 -0.685
N 2.799 0.046 -0.180 -0.499
C 1.666 0.867 -0.482 -0.272
C -1.886 -0.984 -0.459 0.170
C -3.178 -0.717 -0.299 -0.790
H 1.034 0.385 -1.229 0.215
H 0.506 2.095 0.728 0.205
H 2.019 1.781 -0.976 0.272
H -3.752 -0.249 -1.075 0.249
H 3.263 0.226 0.695 0.206
H -1.210 -1.003 1.409 0.275
H -1.496 -0.699 -1.436 0.185
H -0.098 -0.798 0.300 0.357
H 2.750 -0.934 -0.393 0.208
H -3.645 -0.759 0.681 0.245
H 1.360 0.972 1.525 0.201
```

Values from the calculation:
- Kohn-Sham gap (eV) = 9.180
- DFT total energy (eV) = -7758.517
- ΔE to the lowest compared entry with this formula, charge and spin (kcal per mole) = 36.1
- SMILES = C=CN.NCN
- 2S+1 = 1
- HOMO (hartree) = -0.3020

# 2
C55H44FN6O3ReS6 as an isolated structure, computed with the ωB97M-V functional and the def2-TZVPD basis.

The geometry in XYZ format:
```
116
Properties=species:S:1:pos:R:3:lowdin_spin:R:1
Re 0.626 -0.623 1.930 0.845
S -0.036 -5.314 -0.112 0.000
S 0.137 2.460 0.640 0.010
S -0.307 -0.720 -1.236 0.021
S -0.204 1.916 -2.198 0.002
S -1.679 -2.115 1.889 0.000
S 1.803 -2.602 2.493 0.023
F 6.870 -1.703 4.792 -0.001
O 0.128 -0.779 3.926 0.002
O 0.862 -5.959 0.804 0.000
O 0.231 -5.433 -1.515 0.000
N 0.165 0.420 -2.350 0.008
N -0.591 2.569 -0.854 0.008
N -0.194 -3.723 0.330 -0.001
N 0.610 -0.664 -0.075 0.022
N -0.175 1.321 1.504 0.004
N 0.171 -2.010 4.472 0.014
C -2.690 2.074 -5.316 0.000
C -3.771 3.255 -3.506 0.000
C -1.247 -3.073 -2.352 0.001
C 4.583 -0.104 2.501 -0.002
C -1.560 4.929 3.283 0.000
C 5.743 -0.683 2.999 0.001
C 2.217 4.269 0.248 0.000
C -4.099 0.357 -0.122 0.000
C 1.838 2.932 0.202 0.000
C 1.944 4.815 -3.936 0.000
C 4.618 -1.093 5.092 0.001
C -1.701 -5.772 0.307 0.000
C 0.913 -2.981 3.899 0.007
C 0.237 -4.463 5.672 0.003
C 1.010 4.141 -3.170 0.000
C 2.065 2.034 -3.750 0.000
C -2.384 -6.957 0.133 0.000
C -1.797 6.086 2.554 0.000
C 2.198 0.663 2.753 -0.002
C 5.741 -1.162 4.292 -0.002
C -4.802 0.141 -1.299 0.000
C 0.950 -2.318 -3.049 0.001
C -0.510 -3.418 6.236 0.007
C -2.249 -4.691 0.976 0.001
C -1.147 -4.142 -3.227 0.000
C -0.525 -2.207 5.613 0.001
C -0.608 3.922 1.339 0.000
C -0.011 -4.301 -4.006 0.001
C 1.086 2.758 -3.086 0.000
C 2.931 4.106 -4.611 0.000
C -2.096 -0.394 -1.183 -0.001
C 0.941 -4.242 4.518 0.005
C 2.993 2.722 -4.518 0.000
C -0.204 -2.160 -2.294 0.006
C -0.863 5.066 0.589 0.000
C -4.239 -5.952 1.318 0.000
C -3.674 -7.032 0.648 0.000
C -2.738 0.093 -0.057 0.000
C 3.472 -0.507 4.577 -0.002
C -4.141 -0.319 -2.430 0.000
C -0.960 3.835 2.676 0.000
C 3.432 0.000 3.276 0.003
C 4.358 3.669 -0.671 0.000
C -3.774 2.793 -4.815 0.000
C -1.616 2.291 -3.200 0.001
C -2.684 3.004 -2.682 0.000
C -1.459 6.152 1.207 0.000
C 2.718 1.956 -0.251 0.000
C -1.599 1.819 -4.507 0.000
C -1.289 -3.538 1.007 0.003
C 3.481 4.632 -0.193 0.000
C 1.042 -3.400 -3.908 0.000
C 3.979 2.333 -0.684 0.000
C -2.786 -0.587 -2.380 0.000
C -3.531 -4.766 1.493 0.000
H -4.242 -7.948 0.536 0.000
H -4.626 2.989 -5.453 0.000
H 3.655 4.635 -5.217 0.000
H -2.183 0.292 0.842 0.000
H -4.618 3.810 -3.123 0.000
H 4.670 1.573 -1.031 0.000
H -2.700 1.719 -6.337 0.000
H 1.893 5.893 -4.019 0.000
H -2.251 6.942 3.036 0.000
H -1.072 -1.345 5.965 0.000
H 1.526 -5.015 4.039 0.000
H -2.122 -2.959 -1.724 0.000
H 0.225 4.678 -2.646 0.000
H 0.256 -5.436 6.148 0.000
H -0.618 5.089 -0.465 0.000
H 2.581 -0.433 5.193 0.000
H 1.939 -3.547 -4.496 0.000
H -2.655 3.335 -1.651 0.000
H -1.071 -3.553 7.149 0.000
H 1.553 5.022 0.647 0.000
H -1.931 -7.793 -0.387 0.000
H 6.647 -0.759 2.407 0.000
H 0.066 -5.146 -4.678 0.000
H -2.270 -0.941 -3.262 0.000
H -4.679 -0.470 -3.358 0.000
H -5.866 0.335 -1.336 0.000
H -0.764 2.912 3.208 0.000
H -4.609 0.715 0.763 0.000
H 1.680 1.174 3.566 0.005
H 4.654 -1.481 6.103 0.000
H 5.343 3.956 -1.018 0.000
H -1.668 7.048 0.637 0.000
H 3.784 5.671 -0.154 0.000
H -5.247 -6.035 1.706 0.000
H 2.430 0.916 -0.247 0.000
H -0.747 1.250 -4.866 0.000
H 2.085 0.957 -3.661 0.000
H -1.847 4.873 4.325 0.000
H 4.571 0.277 1.484 0.000
H -3.956 -3.921 2.020 0.000
H 3.758 2.173 -5.051 0.000
H 2.463 1.393 1.997 0.000
H 1.759 -1.605 -2.948 0.000
H -1.953 -4.862 -3.286 0.000
```

Values from the calculation:
- Kohn-Sham gap (spin up / spin down) (eV) = 6.210 / 6.698
- DFT total energy (eV) = -142677.138
- ΔE to the lowest compared entry with this formula, charge and spin (kcal per mole) = 23.8
- 2S+1 = 2
- HOMO (spin up / spin down) (hartree) = -0.3381 / -0.3435
- net charge = +1